No. 1
This record from OMol25 describes H8O12S2Tl as an isolated structure. The level of theory is ωB97M-V with the def2-TZVPD basis set.

Atoms and positions in Å:
1 O 2.942 -0.746 1.537
2 H -1.407 -1.517 2.820
3 H -2.864 -1.481 2.328
4 H -3.085 2.674 1.053
5 O -2.352 2.143 1.384
6 O -1.984 -1.140 2.140
7 S 1.530 -0.801 1.902
8 O 1.702 0.448 -1.012
9 O 2.535 0.676 -3.247
10 S 2.774 1.019 -1.841
11 O 1.403 -1.236 3.298
12 O -0.484 1.365 -3.070
13 O 0.857 -1.712 0.962
14 H -2.451 -3.482 -0.293
15 O 2.806 2.474 -1.659
16 O 0.824 0.500 1.798
17 H -0.893 1.771 -3.840
18 Tl -0.906 0.178 -0.308
19 O -2.014 -2.649 -0.503
20 O 4.069 0.518 -1.343
21 H -2.165 2.488 2.266
22 H 0.473 1.402 -3.253
23 H -1.309 -2.891 -1.119

Calculated values
- frontier orbital gap (eV) = 3.48
- highest occupied orbital energy (eV) = -5.16
- total charge = -1
- LUMO level (eV) = -1.68


No. 2
This record from OMol25 describes H8O12S2Zn as an isolated structure. The level of theory is ωB97M-V with the def2-TZVPD basis set.

Atoms and positions in Å:
1 H 0.574 -1.543 2.734
2 H 1.505 0.891 -1.142
3 O -0.280 -1.419 -0.547
4 O -0.408 -3.598 -1.586
5 H -0.421 2.516 1.890
6 O 0.757 -1.119 1.894
7 O 0.915 1.380 -2.405
8 H -2.452 -1.383 0.979
9 H -2.997 -0.037 1.513
10 H 1.391 -1.699 1.417
11 O 1.379 -2.063 -2.224
12 S 0.533 -2.552 -1.145
13 O -0.076 3.523 -1.804
14 O 1.736 0.849 -0.140
15 S -0.349 2.092 -2.084
16 H 2.656 1.103 -0.075
17 H -0.599 1.431 2.977
18 O -2.224 -0.457 1.127
19 O -0.867 1.466 -0.806
20 O 1.366 -3.045 0.011
21 O -0.514 1.566 2.030
22 Zn -0.261 0.157 0.516
23 O -1.366 1.941 -3.131

Calculated values
- frontier orbital gap (eV) = 4.80
- highest occupied orbital energy (eV) = -1.18
- total charge = -2
- LUMO level (eV) = 3.62


No. 3
This record from OMol25 describes a 4-piece molecular cluster, H8O4 overall. The level of theory is ωB97M-V with the def2-TZVPD basis set.

Atoms and positions in Å:
1 H 1.756 -0.938 -0.787
2 H -2.202 1.035 1.520
3 O 1.582 -1.867 -1.026
4 H 0.413 2.576 -0.904
5 O -1.749 1.296 0.627
6 H -1.294 0.393 0.518
7 O -0.467 -1.087 1.096
8 O 0.588 1.679 -0.757
9 H 0.169 -0.742 1.652
10 H -0.125 -1.820 0.604
11 H 1.904 -2.160 -1.853
12 H -0.253 1.490 -0.273

Calculated values
- frontier orbital gap (eV) = 11.73
- highest occupied orbital energy (eV) = -11.02
- LUMO level (eV) = 0.70


No. 4
This record from OMol25 describes a 4-piece molecular cluster, H8O4 overall. The level of theory is ωB97M-V with the def2-TZVPD basis set.

Atoms and positions in Å:
1 H -3.908 5.890 -1.904
2 H -4.492 3.408 0.630
3 H -3.199 4.056 1.076
4 H -4.550 1.407 -1.994
5 O -3.667 5.012 -2.198
6 O -6.166 2.133 0.711
7 H -5.749 1.509 -1.076
8 H -6.034 1.217 0.955
9 H -3.314 4.586 -1.417
10 O -3.703 3.833 0.294
11 O -5.386 0.987 -1.791
12 H -6.603 2.521 1.469

Calculated values
- frontier orbital gap (eV) = 10.87
- highest occupied orbital energy (eV) = -10.73
- LUMO level (eV) = 0.14


No. 5
This record from OMol25 describes a 4-piece molecular cluster, H8O4 overall. The level of theory is ωB97M-V with the def2-TZVPD basis set.

Atoms and positions in Å:
1 H 0.399 -2.374 -1.492
2 H 1.671 -2.453 -0.674
3 O -0.593 -0.242 0.429
4 H -0.686 -0.619 1.304
5 H -1.487 1.360 -1.996
6 H -0.832 1.081 -0.659
7 O 0.410 1.968 1.958
8 O -0.682 1.513 -1.500
9 H -0.046 -0.868 -0.045
10 H 1.143 1.370 2.101
11 O 0.720 -2.377 -0.590
12 H -0.016 1.641 1.165

Calculated values
- frontier orbital gap (eV) = 11.21
- highest occupied orbital energy (eV) = -10.94
- LUMO level (eV) = 0.27


No. 6
This record from OMol25 describes a 4-piece molecular cluster, H8O4 overall. The level of theory is ωB97M-V with the def2-TZVPD basis set.

Atoms and positions in Å:
1 H -2.523 1.968 1.417
2 H -2.211 0.509 1.161
3 H 2.171 -1.159 -1.735
4 H 0.656 1.069 -0.662
5 H 0.789 -0.592 -1.984
6 O 0.185 1.855 -0.385
7 O 0.379 -2.160 0.865
8 O 1.440 -0.724 -1.295
9 H -0.499 1.531 0.201
10 O -2.122 1.381 0.776
11 H 0.783 -1.818 0.068
12 H 0.951 -1.861 1.572

Calculated values
- frontier orbital gap (eV) = 10.84
- highest occupied orbital energy (eV) = -10.39
- LUMO level (eV) = 0.45